(1)
The following is a quantum chemistry calculation of a structure of composition C41H33N5O5PSSc, from the Open Molecules 2025 dataset.

Last column: Mulliken charge in e.
Element x y z (Å)
Sc  -0.18  -0.93  -0.82  -2.396
C  2.67  1.63  -2.88  -0.359
O  2.02  1.93  -4.09  -0.545
C  0.70  1.55  -4.29  -0.103
C  0.25  1.77  -5.58  -0.698
C  -1.06  1.50  -5.95  -0.671
C  -1.94  1.01  -5.01  -0.879
C  -1.52  0.76  -3.70  0.679
C  -2.48  0.37  -2.72  -1.390
N  -2.13  -0.01  -1.54  1.410
N  -3.13  -0.12  -0.60  -1.067
C  -2.64  -0.37  0.60  0.661
O  -1.41  -0.49  0.89  -0.255
C  -3.68  -0.43  1.67  0.224
C  -3.31  -0.57  3.00  -0.105
C  -4.28  -0.56  3.99  -0.911
C  -5.62  -0.42  3.66  -0.392
C  -5.99  -0.31  2.33  -0.716
C  -5.03  -0.32  1.34  -0.360
C  -0.16  0.99  -3.29  1.179
O  0.24  0.74  -2.09  0.948
H  2.26  2.20  -2.04  0.202
H  3.72  1.94  -3.04  0.300
H  2.63  0.57  -2.64  -0.001
H  0.94  2.17  -6.30  0.421
H  -1.38  1.67  -6.97  0.325
H  -2.97  0.80  -5.28  0.372
H  -3.55  0.48  -2.95  0.184
H  -2.27  -0.69  3.23  0.493
H  -3.99  -0.67  5.03  0.402
H  -6.37  -0.40  4.44  0.370
H  -7.04  -0.21  2.07  0.388
H  -5.29  -0.25  0.30  0.432
C  4.33  4.67  1.07  -0.538
C  3.05  4.89  1.55  -0.687
C  2.09  3.89  1.46  -0.178
C  2.41  2.65  0.92  0.008
C  3.70  2.45  0.42  -0.004
C  4.65  3.44  0.50  -0.810
P  1.28  1.19  0.76  1.799
C  -0.16  1.87  1.66  0.779
C  -0.38  1.68  3.02  -0.371
C  -1.49  2.24  3.63  -0.766
C  -2.39  2.99  2.90  -0.513
C  -2.18  3.18  1.54  -0.828
C  -1.07  2.62  0.93  -0.556
C  2.12  0.21  2.06  -0.335
C  2.83  0.78  3.10  -0.132
C  3.51  -0.03  4.02  -0.953
C  3.50  -1.39  3.88  -0.847
C  2.80  -2.01  2.82  1.150
C  2.81  -3.40  2.65  -1.065
C  2.12  -3.95  1.60  -0.943
C  1.38  -3.14  0.72  0.062
C  1.31  -1.75  0.81  0.570
C  2.06  -1.20  1.90  -0.158
H  5.08  5.44  1.15  0.346
H  2.80  5.84  2.00  0.393
H  1.10  4.07  1.85  0.334
H  3.93  1.49  -0.02  0.519
H  5.65  3.27  0.12  0.404
H  0.31  1.07  3.59  0.377
H  -1.65  2.08  4.69  0.321
H  -3.26  3.42  3.38  0.329
H  -2.89  3.75  0.96  0.381
H  -0.93  2.73  -0.14  0.399
H  2.86  1.85  3.22  0.506
H  4.06  0.44  4.82  0.409
H  4.04  -2.02  4.58  0.330
H  3.38  -4.02  3.33  0.291
H  2.14  -5.02  1.43  0.424
H  0.87  -3.65  -0.09  0.367
O  -2.88  -4.06  -0.71  -0.597
N  -2.29  -3.08  -0.23  0.332
O  -1.25  -2.67  -0.89  -0.163
S  3.27  -3.09  -3.70  -0.596
C  2.21  -2.33  -2.77  0.800
N  1.42  -1.80  -2.08  -0.742
C  -0.67  -5.31  -2.59  -0.959
C  -0.10  -4.50  -3.75  -0.019
C  -0.63  -3.15  -3.75  0.345
N  -1.09  -2.11  -3.82  -0.367
H  -0.24  -6.31  -2.59  0.387
H  -1.76  -5.38  -2.66  0.344
H  -0.44  -4.81  -1.65  0.042
H  -0.34  -4.96  -4.71  0.386
H  0.99  -4.43  -3.65  -0.147

Computed properties:
ΔE to the lowest compared entry with this formula, charge and spin: 11.5 kcal per mole
HOMO level: -2.079 eV
frontier orbital gap: 6.344 eV
net charge: -2

***

(2)
The following is a quantum chemistry calculation of a structure of composition C41H34Cl2F2N6O2W, from the Open Molecules 2025 dataset.

Last column: Mulliken charge in e.
Element x y z (Å)
W  -0.31  -0.19  0.39  0.171
Cl  -3.79  2.47  -5.16  -0.226
C  -2.93  1.41  -4.09  0.004
C  -2.42  1.93  -2.91  -0.759
C  -1.72  1.10  -2.04  -0.116
N  -1.16  1.42  -0.79  1.250
C  -1.15  2.70  -0.36  0.179
O  -1.60  3.70  -0.90  -0.799
C  -0.44  2.85  0.96  0.016
C  -0.18  4.11  1.48  -0.816
C  0.56  4.21  2.64  -0.743
C  1.04  3.04  3.23  -0.906
C  0.74  1.83  2.65  -0.326
N  -0.02  1.73  1.54  0.448
C  -1.53  -0.24  -2.38  0.227
C  -2.05  -0.76  -3.55  -0.821
C  -2.75  0.07  -4.41  -0.014
Cl  -3.39  -0.60  -5.87  -0.217
N  -0.78  -0.97  -1.45  0.249
C  -1.27  -2.22  -0.93  0.085
O  -1.30  -3.33  -1.80  -0.440
C  -2.69  -1.95  -0.40  -0.072
C  -3.81  -2.72  -0.62  -0.473
C  -5.01  -2.30  -0.06  -0.844
C  -5.04  -1.14  0.69  -1.245
C  -3.86  -0.42  0.85  -0.140
N  -2.71  -0.82  0.32  0.329
H  -2.58  2.97  -2.68  0.729
H  -0.56  4.96  0.94  0.595
H  0.78  5.17  3.08  0.442
H  1.64  3.07  4.12  0.480
H  1.10  0.90  3.06  0.375
H  -1.90  -1.80  -3.80  0.571
H  -3.73  -3.62  -1.21  0.581
H  -5.91  -2.88  -0.20  0.505
H  -5.95  -0.77  1.13  0.444
H  -3.83  0.50  1.42  0.510
F  1.38  -5.62  -1.23  -0.373
C  0.25  -4.91  -0.96  0.631
C  -0.13  -4.04  -1.89  -0.488
C  -0.43  -2.19  0.31  -0.535
C  -0.53  -3.05  1.41  1.511
C  -0.72  -4.47  1.29  0.320
F  -1.29  -5.07  2.36  -0.385
C  -0.40  -5.29  0.28  -1.002
C  -0.61  -2.30  2.61  0.387
C  -0.73  -2.82  3.92  -1.404
C  -1.14  -2.02  4.95  -0.602
C  -1.44  -0.67  4.68  -1.133
C  -1.17  -0.19  3.44  -0.129
N  -0.66  -0.93  2.42  0.974
H  0.46  -3.89  -2.79  0.460
H  -0.60  -6.35  0.41  0.461
H  -0.54  -3.87  4.08  0.579
H  -1.26  -2.43  5.94  0.419
H  -1.85  -0.02  5.44  0.507
H  -1.36  0.85  3.22  0.527
C  1.32  2.93  -3.85  -2.008
C  1.83  2.70  -2.46  0.748
C  2.48  3.71  -1.75  -0.926
C  2.91  3.52  -0.45  0.527
C  3.64  4.62  0.28  -1.815
C  2.67  2.31  0.17  -0.261
C  2.00  1.29  -0.49  -0.196
C  1.62  1.49  -1.82  -0.167
N  1.64  0.04  0.14  0.684
C  2.75  -0.98  0.15  1.895
C  2.60  -1.87  -1.08  -1.720
C  2.67  -1.80  1.43  -1.349
C  4.15  -0.34  0.11  -2.151
H  2.03  3.50  -4.45  0.522
H  0.38  3.49  -3.82  0.308
H  1.12  1.99  -4.36  0.384
H  2.64  4.67  -2.23  0.471
H  3.28  5.60  -0.01  0.423
H  4.71  4.59  0.06  0.348
H  3.53  4.52  1.37  0.342
H  2.99  2.15  1.20  0.488
H  1.11  0.68  -2.34  0.081
H  1.62  -2.33  -1.10  0.436
H  3.36  -2.66  -1.08  0.511
H  2.73  -1.28  -1.99  0.289
H  1.74  -2.37  1.50  0.128
H  2.73  -1.14  2.30  0.184
H  3.50  -2.51  1.48  0.566
H  4.31  0.25  -0.79  0.407
H  4.88  -1.15  0.12  0.575
H  4.34  0.28  0.98  0.315

Computed properties:
ΔE to the lowest compared entry with this formula, charge and spin: 61.4 kcal per mole
HOMO level (alpha / beta): -6.724 / -6.723 eV
frontier orbital gap (alpha / beta): 5.984 / 5.983 eV

***

(3)
The following is a quantum chemistry calculation of a structure of composition C41H34N10O2SSn, from the Open Molecules 2025 dataset.

Last column: Mulliken charge in e.
Element x y z (Å)
Sn  0.40  0.38  0.26  1.790
C  3.17  1.70  2.20  -1.105
C  3.35  2.87  1.25  -0.951
C  3.35  2.58  -0.23  0.684
C  3.34  3.64  -1.14  -0.733
C  3.49  3.38  -2.49  -0.568
C  3.65  2.06  -2.90  -0.674
C  3.62  1.07  -1.94  -0.398
N  3.46  1.32  -0.63  0.143
N  1.79  1.18  2.42  1.229
C  0.97  2.16  3.14  -1.406
C  -0.52  1.96  3.02  0.333
C  -1.38  2.79  3.73  -1.209
C  -2.75  2.64  3.56  -0.672
C  -3.22  1.66  2.70  -1.010
C  -2.31  0.87  2.05  -0.043
N  -0.98  1.02  2.20  1.103
C  1.91  -0.03  3.25  -1.504
C  2.35  -1.24  2.47  0.586
C  2.93  -2.33  3.11  -1.270
C  3.32  -3.42  2.35  -0.630
C  3.14  -3.39  0.97  -1.056
C  2.54  -2.28  0.42  -0.546
N  2.14  -1.23  1.15  0.987
H  3.57  2.00  3.17  0.396
H  3.77  0.87  1.83  0.495
H  4.34  3.28  1.46  0.575
H  2.65  3.68  1.47  0.020
H  3.24  4.66  -0.78  0.508
H  3.48  4.18  -3.21  0.464
H  3.81  1.81  -3.94  0.465
H  3.73  0.03  -2.21  0.499
H  1.20  3.15  2.76  0.508
H  1.23  2.17  4.21  0.514
H  -0.98  3.53  4.40  0.568
H  -3.43  3.29  4.09  0.449
H  -4.28  1.51  2.55  0.534
H  -2.63  0.08  1.38  0.124
H  0.94  -0.24  3.71  0.561
H  2.61  0.15  4.07  0.630
H  3.08  -2.32  4.18  0.546
H  3.77  -4.28  2.83  0.465
H  3.46  -4.21  0.35  0.544
H  2.35  -2.21  -0.65  0.441
N  -2.57  2.68  -2.71  -0.010
C  -3.23  1.47  -2.85  0.313
C  -4.18  1.01  -3.76  -1.220
C  -4.66  -0.26  -3.56  -0.634
C  -4.23  -1.05  -2.48  -0.827
C  -3.28  -0.59  -1.58  -0.282
C  -2.76  0.69  -1.79  0.247
N  -1.82  1.41  -1.06  0.351
C  -1.75  2.59  -1.63  0.221
C  -0.98  3.72  -1.13  -0.330
C  -0.95  4.96  -1.70  -0.583
S  -0.03  6.02  -0.74  -0.112
C  0.28  4.73  0.35  -0.394
N  -0.26  3.60  0.04  0.405
H  -2.69  3.48  -3.31  0.220
H  -4.53  1.64  -4.57  0.445
H  -5.40  -0.66  -4.24  0.416
H  -4.66  -2.03  -2.34  0.519
H  -2.98  -1.18  -0.73  0.302
H  -1.42  5.32  -2.60  0.376
H  0.88  4.90  1.23  0.414
O  -2.51  -6.96  -1.77  -0.606
N  -2.29  -6.34  -0.75  1.033
O  -2.55  -6.74  0.37  -0.614
C  -1.63  -5.01  -0.90  -0.900
C  -1.21  -4.72  -2.15  -0.484
C  -0.57  -3.48  -2.44  1.344
C  -0.14  -3.14  -3.74  -0.970
C  0.42  -1.91  -3.95  -1.056
C  0.59  -1.05  -2.86  -0.679
N  0.22  -1.36  -1.63  0.724
C  -0.37  -2.55  -1.42  -0.674
C  -0.84  -2.85  -0.08  -0.872
N  -0.67  -1.89  0.86  1.298
C  -1.03  -2.14  2.10  -0.264
C  -1.61  -3.35  2.49  -1.375
C  -1.84  -4.32  1.54  -0.920
C  -1.45  -4.09  0.20  1.489
H  -1.37  -5.43  -2.94  0.655
H  -0.27  -3.85  -4.55  0.519
H  0.75  -1.60  -4.94  0.504
H  1.03  -0.07  -2.99  0.529
H  -0.88  -1.35  2.82  -0.073
H  -1.89  -3.51  3.52  0.532
H  -2.30  -5.24  1.82  0.638

Computed properties:
ΔE to the lowest compared entry with this formula, charge and spin: 0.0 kcal per mole
HOMO level: -13.049 eV
frontier orbital gap: 7.379 eV
net charge: +2

***

(4)
The following is a quantum chemistry calculation of a structure of composition C41H34N3O2PPtS3, from the Open Molecules 2025 dataset.

Last column: Mulliken spin population.
Element x y z (Å)
Pt  0.10  -0.08  -0.67  1.098
O  0.66  2.29  2.63  0.003
N  -0.50  1.93  1.97  0.018
C  -1.17  2.95  1.64  0.004
C  -2.42  2.83  0.89  0.021
C  -3.21  3.98  0.81  -0.005
C  -4.42  3.98  0.13  0.012
C  -4.86  2.82  -0.48  -0.003
C  -4.09  1.67  -0.41  0.042
C  -2.87  1.66  0.27  -0.004
P  -1.94  0.13  0.31  0.299
C  -2.25  -0.74  1.84  -0.006
C  -1.30  -1.63  2.33  -0.001
C  -1.56  -2.35  3.49  -0.002
C  -2.76  -2.17  4.16  0.005
C  -3.71  -1.28  3.68  -0.002
C  -3.46  -0.56  2.52  0.012
C  -2.47  -0.94  -1.06  0.062
C  -2.40  -0.44  -2.37  0.048
C  -2.67  -1.28  -3.44  -0.032
C  -3.03  -2.60  -3.22  0.063
C  -3.12  -3.09  -1.92  -0.015
C  -2.84  -2.27  -0.84  0.090
H  0.98  1.47  3.02  -0.001
H  -0.84  3.94  1.93  -0.001
H  -2.87  4.89  1.30  0.000
H  -5.01  4.88  0.09  0.001
H  -5.81  2.80  -1.00  0.000
H  -4.44  0.76  -0.90  0.008
H  -0.35  -1.75  1.82  -0.009
H  -0.82  -3.04  3.87  0.000
H  -2.96  -2.73  5.06  0.000
H  -4.64  -1.14  4.20  0.000
H  -4.20  0.14  2.15  0.001
H  -2.16  0.60  -2.54  -0.001
H  -2.62  -0.89  -4.45  0.000
H  -3.25  -3.25  -4.06  0.003
H  -3.42  -4.11  -1.75  0.000
H  -2.92  -2.66  0.17  0.003
S  5.63  4.22  0.57  0.000
C  5.15  5.78  1.04  0.000
C  3.84  5.81  1.44  0.000
C  3.21  4.55  1.32  0.000
C  4.05  3.58  0.83  -0.001
C  3.74  2.18  0.58  0.004
C  2.43  1.83  0.19  -0.013
N  2.05  0.59  -0.02  0.141
C  2.94  -0.42  0.12  0.008
C  4.27  -0.18  0.48  0.007
C  5.16  -1.30  0.62  -0.001
C  4.72  -2.56  0.42  0.002
C  3.36  -2.83  0.07  -0.003
C  2.85  -4.12  -0.11  0.008
C  1.52  -4.33  -0.44  0.002
C  0.72  -3.17  -0.59  -0.013
N  1.18  -1.95  -0.41  0.097
C  2.48  -1.76  -0.08  0.008
C  0.95  -5.66  -0.63  -0.001
C  1.59  -6.87  -0.52  0.000
C  0.74  -7.97  -0.75  0.001
C  -0.54  -7.60  -1.03  -0.001
S  -0.71  -5.90  -1.01  0.000
C  4.65  1.15  0.70  0.005
H  5.85  6.60  1.02  0.000
H  3.36  6.70  1.81  0.000
H  2.19  4.35  1.62  0.001
H  1.67  2.59  0.04  0.001
H  6.19  -1.11  0.88  0.000
H  5.40  -3.40  0.54  0.000
H  3.52  -4.97  0.00  0.000
H  -0.33  -3.26  -0.85  0.009
H  2.64  -6.97  -0.29  0.000
H  1.06  -9.00  -0.72  0.000
H  -1.39  -8.23  -1.24  0.000
H  5.67  1.37  1.00  0.000
C  0.48  3.30  -3.97  0.005
S  -0.70  3.01  -2.65  0.011
C  -0.53  4.58  -1.81  0.000
O  -0.03  1.99  -1.75  0.010
H  0.12  4.13  -4.58  0.001
H  0.52  2.40  -4.57  0.000
H  1.45  3.52  -3.53  0.000
H  -0.96  5.36  -2.44  0.001
H  0.52  4.77  -1.60  0.000
H  -1.11  4.50  -0.89  0.001

Computed properties:
expectation value of S²: 2.0111
ΔE to the lowest compared entry with this formula, charge and spin: 15.2 kcal per mole
HOMO level (alpha / beta): -12.625 / -12.623 eV
multiplicity: 3
frontier orbital gap (alpha / beta): 7.070 / 5.851 eV
net charge: +2